# 1
11
Properties=species:S:1:pos:R:3:lowdin_charge:R:1 method="wB97M-V/def2-TZVPD" relative_energy_kj_mol=47.7 energy_ev=-149290.63297
Br 1.35267 -2.06683 0.68337 0.793
Br 2.14054 0.97890 1.13195 0.621
O -1.27388 -1.12610 -0.18097 -0.012
N 1.61518 0.06462 -2.38015 0.214
N -1.44055 2.39958 -0.00139 0.193
C -0.60789 -0.05720 0.41764 -0.494
C -1.11418 1.28945 0.17670 -0.172
C 1.28122 -0.10657 -1.29687 -0.372
C 0.86486 -0.30717 0.04644 -1.038
H -2.17338 -0.98857 -0.24069 0.075
H -0.64460 -0.08013 1.64398 0.192

=====

# 2
14
Properties=species:S:1:pos:R:3:lowdin_charge:R:1 method="wB97M-V/def2-TZVPD" relative_energy_kj_mol=104.9 total_charge=-2 energy_ev=-156550.61024
Br -1.93204 1.43122 -0.98461 0.198
Br 1.72119 -1.82970 0.73700 0.406
O -2.08044 -1.19705 0.22458 0.029
O -2.19831 0.38861 2.65195 -0.012
O 1.57507 1.24191 -0.01421 0.074
O 1.86945 0.49591 -2.07001 -0.002
O -0.22235 1.23073 1.93375 -0.055
O 0.29348 -1.53435 -1.67326 -0.162
C 1.44655 0.37740 -0.92437 -0.752
C -1.56545 -0.20777 0.56386 -0.501
C -1.31161 0.62670 1.82234 -0.754
C 0.49067 -0.74760 -0.56792 -0.647
H 0.99348 0.98676 0.75292 0.054
H 0.92031 -1.26279 -2.45203 0.124

=====

# 3
9
Properties=species:S:1:pos:R:3:lowdin_charge:R:1 method="wB97M-V/def2-TZVPD" relative_energy_kj_mol=537.3 energy_ev=-87769.08488
Br 2.56524 2.14134 -1.93166 0.587
S 0.90318 -0.24876 -1.43220 0.794
F -0.13743 0.07244 2.84785 0.017
C 0.23353 -0.50759 1.71379 -0.029
C 1.04753 1.40062 -1.16489 -0.955
C -0.79377 -0.56741 0.73405 -0.200
C -0.60744 -0.62467 -0.59987 -0.399
H -1.80290 -0.76000 1.10118 0.114
H -1.40793 -0.90598 -1.26826 0.069